--- A ---
C24H60N4O8 | wB97M-V/def2-TZVPD

Its HOMO energy is -0.317 Ha. As for the SMILES: COCCNCCOC.COCCNCCOC.COCCNCCOC.COCCNCCOC. The HOMO-LUMO gap comes out at 9.349 eV. For the LUMO energy, the calculation gives 0.7 eV.

The geometry in ORCA input format:
```
! RIJCOSX wB97M-V def2-TZVPD def2/J DEFGRID3
* xyz 0 1
C 0.323 -4.382 2.228
O -0.664 -4.748 1.280
C -1.909 -4.119 1.515
C -2.740 -4.599 2.685
N -3.294 -5.953 2.617
C -3.833 -6.406 3.879
C -3.940 -7.956 3.851
O -4.239 -8.377 5.155
C -4.771 -9.686 5.163
H 1.273 -4.783 1.899
H 0.029 -4.656 3.249
H 0.322 -3.287 2.343
H -2.513 -4.251 0.614
H -1.765 -3.041 1.649
H -3.473 -3.823 2.905
H -2.058 -4.673 3.550
H -2.648 -6.557 2.132
H -4.812 -5.983 4.089
H -3.103 -6.220 4.680
H -3.005 -8.335 3.426
H -4.773 -8.130 3.160
H -5.658 -9.839 4.538
H -5.089 -9.910 6.181
H -4.010 -10.394 4.820
C -3.278 10.614 0.704
O -2.312 9.619 0.972
C -2.349 8.465 0.129
C -1.208 7.558 0.519
N 0.068 8.277 0.657
C 0.743 8.691 -0.574
C 0.944 7.645 -1.677
O 1.725 6.543 -1.238
C 2.321 5.884 -2.363
H -4.300 10.235 0.615
H -2.993 11.115 -0.228
H -3.231 11.284 1.560
H -2.048 8.933 -0.824
H -3.300 7.949 -0.014
H -1.007 6.845 -0.281
H -1.413 6.968 1.415
H -0.173 9.156 1.101
H 1.764 8.974 -0.315
H 0.147 9.511 -0.994
H 1.355 8.158 -2.553
H 0.020 7.188 -2.058
H 2.880 6.648 -2.901
H 1.508 5.467 -2.972
H 2.860 5.017 -1.991
C 4.348 -0.031 -1.258
O 3.954 -0.679 -2.465
C 3.908 -2.067 -2.241
C 3.349 -2.821 -3.495
N 3.153 -4.230 -3.220
C 1.940 -4.503 -2.475
C 1.752 -5.949 -2.070
O 2.950 -6.656 -1.806
C 2.758 -8.012 -1.535
H 4.272 1.046 -1.395
H 5.390 -0.278 -1.037
H 3.703 -0.348 -0.437
H 3.450 -2.457 -1.329
H 4.950 -2.411 -2.235
H 4.141 -2.716 -4.234
H 2.456 -2.318 -3.882
H 3.246 -4.790 -4.054
H 1.010 -4.040 -2.807
H 2.147 -4.149 -1.455
H 1.158 -6.542 -2.792
H 1.139 -6.098 -1.168
H 3.751 -8.362 -1.254
H 2.279 -8.542 -2.367
H 2.115 -8.181 -0.656
C 0.996 4.415 2.360
O 0.027 3.725 1.584
C -0.174 4.298 0.291
C 0.236 3.366 -0.844
N -0.891 2.568 -1.368
C -0.445 1.634 -2.426
C 0.399 0.455 -1.934
O -0.467 -0.466 -1.309
C 0.097 -1.734 -1.155
H 0.613 5.417 2.575
H 1.963 4.473 1.856
H 1.097 3.894 3.311
H 0.321 5.264 0.196
H -1.254 4.472 0.306
H 1.127 2.784 -0.596
H 0.357 4.032 -1.706
H -1.228 1.959 -0.621
H 0.167 2.189 -3.140
H -1.342 1.220 -2.885
H 1.087 0.921 -1.214
H 1.044 0.022 -2.704
H 0.078 -2.341 -2.065
H -0.556 -2.334 -0.508
H 1.058 -1.733 -0.630
*
```

--- B ---
C24H60N4O8 | wB97M-V/def2-TZVPD

Its HOMO energy is -0.311 Ha. As for the SMILES: COCCNCCOC.COCCNCCOC.COCCNCCOC.COCCNCCOC. The HOMO-LUMO gap comes out at 8.989 eV. For the LUMO energy, the calculation gives 0.5 eV.

The geometry in ORCA input format:
```
! RIJCOSX wB97M-V def2-TZVPD def2/J DEFGRID3
* xyz 0 1
C 5.924 5.083 -2.006
O 6.419 4.571 -3.190
C 5.658 3.452 -3.683
C 6.213 2.887 -5.030
N 7.565 2.360 -4.967
C 7.697 1.350 -3.921
C 8.959 0.482 -3.887
O 9.061 -0.243 -2.653
C 10.182 -1.134 -2.648
H 6.009 4.283 -1.271
H 4.914 5.488 -1.949
H 6.623 5.898 -1.818
H 4.614 3.742 -3.799
H 5.488 2.667 -2.947
H 6.142 3.669 -5.786
H 5.546 2.120 -5.424
H 8.151 3.168 -4.811
H 6.886 0.629 -3.826
H 7.611 1.974 -3.032
H 9.827 1.138 -3.942
H 8.942 -0.206 -4.732
H 10.267 -1.761 -3.535
H 10.242 -1.647 -1.688
H 11.042 -0.474 -2.539
C -3.094 3.803 -1.176
O -4.438 4.332 -1.256
C -5.169 4.568 -0.106
C -5.557 3.298 0.716
N -4.574 3.040 1.801
C -4.714 1.733 2.457
C -3.769 1.761 3.789
O -4.671 1.712 4.900
C -3.995 1.788 6.196
H -2.359 4.381 -1.736
H -3.130 2.877 -1.751
H -2.747 3.620 -0.159
H -6.131 5.041 -0.301
H -4.610 5.256 0.528
H -5.667 2.445 0.046
H -6.523 3.587 1.129
H -4.514 3.646 2.607
H -4.522 1.094 1.595
H -5.709 1.331 2.647
H -3.325 2.755 3.841
H -2.992 1.000 3.864
H -3.516 0.883 6.568
H -4.764 2.075 6.914
H -3.211 2.534 6.324
C 2.298 -0.012 -1.887
O 0.890 0.226 -1.685
C 0.480 -0.886 -0.844
C -0.065 -0.344 0.548
N 0.870 0.336 1.433
C 0.949 1.789 1.262
C 2.080 2.295 2.130
O 3.276 2.140 1.322
C 4.521 2.172 1.822
H 2.658 -1.005 -2.156
H 2.879 0.209 -0.992
H 2.662 0.539 -2.755
H 1.161 -1.732 -0.756
H -0.485 -1.110 -1.301
H -0.379 -1.272 1.026
H -0.964 0.212 0.282
H 1.868 0.207 1.342
H 0.063 2.351 1.558
H 1.048 2.113 0.226
H 2.312 1.788 3.066
H 2.026 3.323 2.487
H 5.360 2.168 1.127
H 4.529 1.440 2.630
H 4.656 3.117 2.348
C -7.050 -3.261 -0.461
O -6.437 -4.303 -1.227
C -5.011 -4.434 -0.968
C -4.711 -4.881 0.472
N -3.418 -5.480 0.804
C -3.266 -6.037 2.088
C -4.334 -7.094 2.621
O -4.308 -8.269 1.835
C -5.638 -8.787 1.777
H -8.133 -3.374 -0.507
H -6.702 -2.315 -0.877
H -6.790 -3.126 0.588
H -4.621 -3.531 -1.438
H -4.726 -5.176 -1.714
H -5.460 -5.617 0.765
H -4.813 -4.019 1.131
H -3.043 -6.048 0.058
H -3.037 -5.335 2.889
H -2.331 -6.571 1.917
H -5.273 -6.550 2.715
H -4.020 -7.218 3.658
H -5.766 -9.682 1.169
H -6.266 -8.048 1.279
H -5.820 -8.963 2.837
*
```

Which of them is most stable, and which least? Most stable: A; least stable: B.

--- A ---
C3H9NOSi | wB97M-V/def2-TZVPD

Its HOMO energy (spin up / spin down) is -0.280 / -0.280 Ha. The HOMO-LUMO gap (spin up / spin down) comes out at 7.389 / 7.394 eV. For the LUMO energy (spin up / spin down), the calculation gives -0.2 / -0.2 eV.

The geometry in ORCA input format:
```
! RIJCOSX wB97M-V def2-TZVPD def2/J DEFGRID3
* xyz 0 1
C 1.708 -0.032 0.318
C 1.724 -1.061 1.346
C -0.651 1.820 -0.298
N -0.652 0.381 -0.257
O 2.248 0.723 -0.400
Si -1.628 -0.754 -0.981
H 1.534 -1.974 0.701
H 2.657 -1.087 1.793
H 0.873 -0.954 1.948
H -0.739 2.186 0.827
H 0.327 2.223 -0.753
H -1.558 2.208 -0.925
H -3.049 -0.956 -0.253
H -0.824 -2.081 -0.657
H -1.970 -0.640 -2.408
*
```

--- B ---
C3H9NOSi | wB97M-V/def2-TZVPD

Its HOMO energy is -0.328 Ha. As for the SMILES: CN[SiH3].C=C=O. The HOMO-LUMO gap comes out at 9.788 eV. For the LUMO energy, the calculation gives 0.9 eV.

The geometry in ORCA input format:
```
! RIJCOSX wB97M-V def2-TZVPD def2/J DEFGRID3
* xyz 0 1
C 0.129 1.492 0.818
N -0.956 0.953 0.025
Si -0.735 0.267 -1.498
H 1.049 1.091 0.453
H 0.247 2.601 0.860
H -0.097 1.215 1.902
H -1.922 1.172 0.171
H 0.601 -0.511 -1.285
H -0.522 1.403 -2.443
H -1.850 -0.657 -1.778
C 0.884 -2.936 0.277
C 0.028 -2.441 1.127
O -0.811 -1.917 1.710
H 1.475 -3.789 0.145
H 1.021 -1.993 -0.323
*
```

Which of them is most stable, and which least? Most stable: B; least stable: A.

--- A ---
C2H6NS | wB97M-V/def2-TZVPD

Its HOMO energy is -0.094 Ha. The HOMO-LUMO gap comes out at 6.225 eV. For the LUMO energy, the calculation gives 3.7 eV.

The geometry in ORCA input format:
```
! RIJCOSX wB97M-V def2-TZVPD def2/J DEFGRID3
* xyz -1 1
S 0.691 0.541 2.687
H 1.095 1.819 2.655
C -1.046 -0.533 -3.095
C -0.264 -0.769 -2.045
N -0.395 -0.099 -0.788
H -1.540 0.427 -3.194
H -0.999 -1.174 -3.967
H 0.651 -1.361 -2.149
H 0.327 0.625 -0.791
H -0.072 -0.672 -0.012
*
```

--- B ---
C2H6NS | wB97M-V/def2-TZVPD

Its HOMO energy is -0.101 Ha. The HOMO-LUMO gap comes out at 6.913 eV. For the LUMO energy, the calculation gives 4.2 eV.

The geometry in ORCA input format:
```
! RIJCOSX wB97M-V def2-TZVPD def2/J DEFGRID3
* xyz -1 1
S 2.578 -0.144 -1.315
H 1.506 -0.853 -1.693
C -1.080 -0.904 0.056
C -0.659 0.167 0.730
N 0.150 1.174 0.276
H -0.972 -1.025 -1.008
H -1.735 -1.582 0.583
H -0.990 0.258 1.763
H 0.971 0.987 -0.334
H 0.231 1.922 0.942
*
```

--- C ---
C2H6NS | wB97M-V/def2-TZVPD

Its HOMO energy is -0.094 Ha. The HOMO-LUMO gap comes out at 6.309 eV. For the LUMO energy, the calculation gives 3.8 eV.

The geometry in ORCA input format:
```
! RIJCOSX wB97M-V def2-TZVPD def2/J DEFGRID3
* xyz -1 1
S -1.853 -0.244 2.984
H -2.448 -1.433 3.200
C 1.055 0.064 -1.654
C -0.158 0.312 0.376
N 0.630 -0.423 -0.341
H 0.294 0.306 -2.416
H 1.534 0.966 -1.356
H 1.975 -0.448 -2.099
H -0.152 0.006 1.482
H -0.878 0.893 -0.174
*
```

Which of them is most stable, and which least? Most stable: B; least stable: C.

--- A ---
C2H2N2O2 | wB97M-V/def2-TZVPD

Its HOMO energy is -0.380 Ha. The HOMO-LUMO gap comes out at 10.458 eV. For the LUMO energy, the calculation gives 0.1 eV.

The geometry in ORCA input format:
```
! RIJCOSX wB97M-V def2-TZVPD def2/J DEFGRID3
* xyz 0 1
O 2.433 0.320 -0.060
C 1.547 -0.440 0.005
N -0.132 0.947 0.079
C -0.961 0.045 0.134
N -1.410 -1.095 0.207
O 0.918 -1.428 0.065
H -0.198 1.892 -0.219
H -2.197 -0.240 -0.210
*
```

--- B ---
C2H2N2O2 | wB97M-V/def2-TZVPD

Its HOMO energy is -0.400 Ha. As for the SMILES: Oc1ncon1. The HOMO-LUMO gap comes out at 11.443 eV. For the LUMO energy, the calculation gives 0.6 eV.

The geometry in ORCA input format:
```
! RIJCOSX wB97M-V def2-TZVPD def2/J DEFGRID3
* xyz 0 1
O 1.965 0.172 0.233
C 0.662 -0.031 0.054
N -0.196 1.040 -0.009
C -1.345 0.476 -0.201
O -1.368 -0.836 -0.266
N 0.185 -1.242 -0.096
H 2.373 -0.634 0.594
H -2.276 1.055 -0.308
*
```

Which of them is most stable, and which least? Most stable: B; least stable: A.

--- A ---
C2H2N2O2 | wB97M-V/def2-TZVPD

Its HOMO energy is -0.381 Ha. The HOMO-LUMO gap comes out at 10.033 eV. For the LUMO energy, the calculation gives -0.3 eV.

The geometry in ORCA input format:
```
! RIJCOSX wB97M-V def2-TZVPD def2/J DEFGRID3
* xyz 0 1
O -0.170 -1.233 2.306
C -0.241 -0.230 1.704
N 0.343 -0.945 -0.650
C 0.235 0.183 -1.148
N 0.821 1.254 -1.203
O -0.257 0.909 1.396
H -0.159 -1.711 -1.051
H -0.572 1.772 -1.354
*
```

--- B ---
C2H2N2O2 | wB97M-V/def2-TZVPD

Its HOMO energy is -0.346 Ha. As for the SMILES: C1=NOC=NO1. The HOMO-LUMO gap comes out at 9.907 eV. For the LUMO energy, the calculation gives 0.5 eV.

The geometry in ORCA input format:
```
! RIJCOSX wB97M-V def2-TZVPD def2/J DEFGRID3
* xyz 0 1
C -1.004 -0.724 -0.126
N 0.089 -1.399 0.210
O 1.232 -0.494 0.314
C 0.974 0.645 0.107
N -0.133 1.345 0.019
O -1.141 0.556 -0.532
H -2.034 -1.081 -0.159
H 1.798 1.443 0.417
*
```

Which of them is most stable, and which least? Most stable: A; least stable: B.

--- A ---
N2O2S | wB97M-V/def2-TZVPD

Its HOMO energy (spin up / spin down) is -0.300 / -0.303 Ha. The HOMO-LUMO gap (spin up / spin down) comes out at 7.439 / 7.434 eV. For the LUMO energy (spin up / spin down), the calculation gives -0.7 / -0.8 eV.

The geometry in ORCA input format:
```
! RIJCOSX wB97M-V def2-TZVPD def2/J DEFGRID3
* xyz 0 1
N 0.958 -0.032 -2.160
N 0.666 -0.329 -1.108
O -1.574 0.928 1.779
O 0.466 -0.671 -0.008
S -0.372 0.109 1.787
*
```

--- B ---
N2O2S | wB97M-V/def2-TZVPD

Its HOMO energy (spin up / spin down) is -0.301 / -0.299 Ha. The HOMO-LUMO gap (spin up / spin down) comes out at 7.375 / 7.396 eV. For the LUMO energy (spin up / spin down), the calculation gives -0.8 / -0.7 eV.

The geometry in ORCA input format:
```
! RIJCOSX wB97M-V def2-TZVPD def2/J DEFGRID3
* xyz 0 1
N -2.060 -0.255 -0.379
N -1.115 0.236 0.006
O 1.689 -0.790 -0.574
O -0.155 0.619 0.525
S 1.816 0.039 0.599
*
```

Which of them is most stable, and which least? Most stable: A; least stable: B.